No. 1
An isolated molecule of C8H20O3SSi in a non-equilibrium geometry. Source: the Open Molecules 2025 dataset; level of theory: ωB97M-V/def2-TZVPD.

Its energy relative to the best compared isomer or geometry (same formula, charge and spin) is 0.0 kcal per mole. The HOMO energy is -9.638 eV. The lowest unoccupied orbital energy comes out at 0.0253 hartree. For the orbital gap, the calculation gives 0.3795 Ha. The molar mass comes out at 224.398 g/mol.

Geometry as ORCA input:
```
! wB97M-V def2-TZVPD RIJCOSX def2/J DEFGRID3
* xyz 0 1
C 0.756 2.559 1.232
C 2.021 0.362 -0.327
C 0.713 -0.851 3.742
C -0.296 0.034 -3.144
C -0.634 -2.400 -1.645
C -2.537 0.049 -1.159
C -0.131 1.779 0.316
C 0.472 0.360 -0.086
O -1.301 -1.121 1.098
O 0.995 -2.022 1.016
O 0.441 -0.094 2.568
Si -0.734 -0.587 -1.332
S 0.122 -0.840 1.133
H 1.241 2.106 2.060
H 1.489 2.956 0.526
H 0.158 3.487 1.616
H 2.370 -0.406 -0.876
H 2.491 0.498 0.667
H 2.358 1.293 -0.782
H 1.193 -0.222 4.444
H 1.439 -1.609 3.550
H -0.134 -1.311 4.190
H 0.755 0.362 -3.165
H -0.663 -0.769 -3.841
H -0.928 0.914 -3.471
H -0.148 -2.787 -0.778
H -1.508 -3.107 -1.755
H 0.012 -2.482 -2.598
H -2.863 -0.397 -0.236
H -2.749 1.015 -1.226
H -3.065 -0.615 -1.876
H -0.247 2.263 -0.663
H -1.089 1.584 0.801
*
```

No. 2
A structure of composition C13H28B2InNO6P in a non-equilibrium geometry. Source: the Open Molecules 2025 dataset; level of theory: ωB97M-V/def2-TZVPD.

Its energy relative to the best compared isomer or geometry (same formula, charge and spin) is 130.0 kcal per mole. The HOMO energy is -4.542 eV. The lowest unoccupied orbital energy comes out at 0.0920 hartree. For the orbital gap, the calculation gives 0.2590 Ha. The molar mass comes out at 461.784 g/mol.

Geometry as ORCA input:
```
! wB97M-V def2-TZVPD RIJCOSX def2/J DEFGRID3
* xyz -1 1
C -2.368 -2.712 0.434
C -3.289 -1.419 0.026
C -3.102 -0.888 -1.514
In -0.967 -0.779 -2.253
B -0.740 -2.309 -3.914
O -1.468 -2.091 -5.210
O 0.124 -3.508 -3.796
C 1.517 -3.104 -4.101
C 1.781 -2.697 -5.666
B 0.624 -0.864 -0.640
O 1.371 -2.159 -0.469
N 1.001 0.308 0.249
C -0.027 0.439 1.384
C 2.320 0.075 0.960
P -0.689 1.530 -3.383
O -2.006 1.710 -4.264
O -0.795 2.761 -2.118
O 0.779 1.650 -4.317
H -1.374 -2.404 1.009
H -2.997 -3.335 1.235
H -2.173 -3.457 -0.455
H -4.423 -1.777 0.121
H -3.196 -0.501 0.780
H -3.714 -1.511 -2.321
H -3.559 0.212 -1.570
H -2.457 -2.087 -4.989
H 1.721 -2.142 -3.424
H 2.231 -4.001 -3.768
H 2.111 -1.577 -5.782
H 2.692 -3.369 -6.041
H 0.877 -2.872 -6.388
H 2.070 -2.152 -1.215
H -1.058 0.862 1.007
H -0.137 -0.582 1.973
H 0.446 1.199 2.170
H 2.728 1.138 1.294
H 2.164 -0.581 1.938
H 3.169 -0.374 0.256
H -0.173 3.496 -2.420
H 1.345 0.812 -4.231
C 0.977 2.274 6.760
C 1.489 2.080 5.478
C 1.312 3.059 4.500
C 0.631 4.237 4.809
C 0.121 4.432 6.092
C 0.290 3.449 7.067
H 1.112 1.509 7.521
H 2.026 1.165 5.240
H 1.706 2.905 3.499
H 0.497 5.002 4.048
H -0.408 5.350 6.333
H -0.111 3.599 8.065
*
```

No. 3
An isolated molecule of C3H6FNS in a non-equilibrium geometry. Source: the Open Molecules 2025 dataset; level of theory: ωB97M-V/def2-TZVPD.

The SMILES is NC(=S)CCF. Its energy relative to the best compared isomer or geometry (same formula, charge and spin) is 46.4 kcal per mole. The HOMO energy is -8.690 eV. The lowest unoccupied orbital energy comes out at 0.0084 hartree. For the orbital gap, the calculation gives 0.3277 Ha. The molar mass comes out at 107.153 g/mol.

Geometry as ORCA input:
```
! wB97M-V def2-TZVPD RIJCOSX def2/J DEFGRID3
* xyz 0 1
N -0.967 1.932 0.703
C -0.312 0.904 0.024
S 0.458 1.200 -1.443
C -0.350 -0.454 0.860
C 0.500 -1.700 0.218
F 0.246 -2.891 0.781
H -0.896 3.013 0.549
H -1.167 1.755 1.681
H -1.424 -0.902 1.089
H -0.099 -0.037 2.043
H 1.592 -1.498 0.134
H 0.194 -1.537 -0.976
*
```

No. 4
An isolated molecule of C25H28N2O4S2 in a non-equilibrium geometry. Source: the Open Molecules 2025 dataset; level of theory: ωB97M-V/def2-TZVPD.

Its energy relative to the best compared isomer or geometry (same formula, charge and spin) is 96.3 kcal per mole. The HOMO energy is -6.372 eV. The lowest unoccupied orbital energy comes out at 0.0190 hartree. For the orbital gap, the calculation gives 0.2532 Ha. The molar mass comes out at 484.643 g/mol.

Geometry as ORCA input:
```
! wB97M-V def2-TZVPD RIJCOSX def2/J DEFGRID3
* xyz 0 1
C -4.891 1.728 2.254
C -3.461 2.233 2.017
C -3.505 3.294 0.942
O -2.654 1.036 1.764
C -1.328 0.997 2.118
S -0.644 -0.592 2.433
S -0.432 2.335 2.435
H -5.604 2.564 2.324
H -5.214 1.058 1.446
H -4.960 1.157 3.186
H -3.081 2.665 2.956
H -4.346 3.968 1.157
H -2.609 3.904 0.967
H -3.640 2.891 -0.066
C 3.846 1.098 -2.377
O 2.588 0.479 -2.699
C 1.562 1.257 -3.094
C 1.554 2.661 -3.142
C 0.333 3.324 -3.265
C -0.876 2.642 -3.381
C -0.866 1.236 -3.300
O -1.923 0.440 -3.006
C -3.200 1.047 -2.745
C 0.355 0.563 -3.260
N 0.304 -0.800 -2.804
C 0.689 -1.269 -1.575
C 0.880 -0.392 -0.407
C 1.417 -1.071 0.714
C 1.142 -0.660 2.114
C 1.857 -1.610 3.123
C 1.571 -1.587 4.485
C 2.211 -2.475 5.364
C 3.112 -3.431 4.875
C 3.435 -3.421 3.518
C 2.861 -2.468 2.672
O 0.590 0.820 -0.495
N 0.447 -2.602 -1.574
C 0.758 -3.582 -0.545
C -0.074 -2.971 -2.801
C -0.199 -1.852 -3.542
H 4.509 0.263 -2.160
H 4.237 1.687 -3.215
H 3.739 1.740 -1.495
H 2.490 3.206 -3.006
H 0.325 4.413 -3.252
H -1.830 3.166 -3.451
H -3.871 0.201 -2.596
H -3.156 1.664 -1.836
H -3.522 1.659 -3.599
H 2.219 -1.751 0.419
H 1.449 0.399 2.237
H 0.885 -0.843 4.880
H 2.009 -2.440 6.432
H 3.586 -4.165 5.531
H 4.136 -4.130 3.079
H 3.228 -2.417 1.653
H 0.195 -4.483 -0.818
H 1.836 -3.829 -0.535
H 0.447 -3.241 0.456
H -0.329 -3.998 -2.984
H -0.590 -1.715 -4.527
*
```

No. 5
An isolated molecule of C5H6O in a non-equilibrium geometry. Source: the Open Molecules 2025 dataset; level of theory: ωB97M-V/def2-TZVPD.

The SMILES is CC#CCC=O. Its energy relative to the best compared isomer or geometry (same formula, charge and spin) is 68.2 kcal per mole. The HOMO energy is -9.542 eV. The lowest unoccupied orbital energy comes out at 0.0285 hartree. For the orbital gap, the calculation gives 0.3791 Ha. The molar mass comes out at 82.102 g/mol.

Geometry as ORCA input:
```
! wB97M-V def2-TZVPD RIJCOSX def2/J DEFGRID3
* xyz 0 1
C 2.027 -0.300 0.472
C 1.081 0.625 -0.115
C 0.019 1.144 -0.377
C -1.295 0.649 0.129
C -1.724 -0.412 -0.867
O -1.526 -1.590 -0.698
H 2.068 -0.132 1.555
H 3.021 -0.220 0.045
H 1.627 -1.308 0.294
H -2.025 1.437 0.284
H -1.094 0.134 1.078
H -2.178 -0.028 -1.801
*
```

No. 6
A cluster of 3 separate species, C3H12NO4 in total in a non-equilibrium geometry. Source: the Open Molecules 2025 dataset; level of theory: ωB97M-V/def2-TZVPD.

Its energy relative to the best compared isomer or geometry (same formula, charge and spin) is 5.3 kcal per mole. The HOMO energy is -15.017 eV. The lowest unoccupied orbital energy comes out at -0.1065 hartree. For the orbital gap, the calculation gives 0.4453 Ha. The molar mass comes out at 126.132 g/mol.

Geometry as ORCA input:
```
! wB97M-V def2-TZVPD RIJCOSX def2/J DEFGRID3
* xyz 1 1
C -0.578 -0.508 -0.722
C 0.394 -0.015 -1.792
C 1.653 0.623 -1.275
O 2.673 0.156 -1.999
O 1.790 1.479 -0.440
N -0.772 0.516 0.393
H -1.524 -0.700 -1.213
H -0.285 -1.383 -0.203
H -0.097 0.603 -2.537
H 0.711 -0.853 -2.404
H 3.535 0.578 -1.875
H -1.646 0.370 0.909
H -0.857 1.388 -0.131
H 0.049 0.560 1.020
H -2.891 -2.269 1.418
H -3.769 -1.470 2.376
O -2.994 -1.397 1.810
H 1.797 1.012 1.525
H 1.526 0.832 3.001
O 1.283 0.479 2.138
*
```